Record 1
One molecule with the formula C2H6OS at a distorted geometry, computed with ωB97M-V with the def2-TZVPD basis set.

## Properties
max |F| = 0.0713 Eh/bohr
DFT total energy = -15052.881 eV
HOMO = -9.6 eV

```
! RIJCOSX wB97M-V def2-TZVPD def2/J DEFGRID3
* xyz 0 1
S -1.36 0.35 -0.24
H 0.65 1.13 0.14
O 1.36 0.79 0.76
H 1.09 -1.27 1.26
C 0.06 -0.85 -0.72
H -0.29 -1.94 -0.79
H 0.30 -0.51 -1.73
H 2.22 -0.96 -0.03
H -1.34 0.14 1.06
C 1.32 -0.57 0.37
*
```

=====

Record 2
A 2-piece molecular cluster, C5H11N2O2 overall at a distorted geometry, computed with ωB97M-V with the def2-TZVPD basis set.

## Properties
max |F| = 0.0663 Eh/bohr
DFT total energy = -12427.738 eV
HOMO (alpha / beta) = -12.5 / -12.5 eV

```
! RIJCOSX wB97M-V def2-TZVPD def2/J DEFGRID3
* xyz 1 1
H -1.68 -1.79 1.32
C -0.64 0.02 1.40
C 0.91 0.10 1.26
C -1.77 2.30 -2.14
H -0.99 0.22 2.42
C 0.11 -1.88 0.18
H 0.99 -0.22 -0.88
H 1.29 1.12 1.15
C 1.16 -0.78 0.04
O -1.31 1.04 -0.55
H -0.21 -2.28 -0.78
H -1.94 4.08 -1.42
N -1.00 -1.22 0.84
H -2.37 1.47 -2.52
H 0.49 -2.71 0.79
H 2.17 -1.17 0.02
O -2.44 3.29 -1.69
N -1.03 1.19 0.65
H -0.73 2.36 -2.43
H 1.34 -0.33 2.17
*
```

=====

Record 3
C24H16F5MgN7OS2Se as an isolated structure, computed with ωB97M-V with the def2-TZVPD basis set.

## Properties
max |F| = 0.0094 Eh/bohr
DFT total energy = -143679.799 eV
HOMO = -7.3 eV

```
! RIJCOSX wB97M-V def2-TZVPD def2/J DEFGRID3
* xyz 0 1
C -2.02 0.00 2.52
H -1.45 4.82 -1.43
C -0.68 -3.97 -1.19
H -3.23 0.21 4.28
H -1.28 -4.85 -1.25
H -3.53 1.22 1.63
H 0.33 5.11 -3.17
N -2.65 -0.83 -0.86
C -1.02 2.75 -1.18
H 0.09 -2.38 1.83
F 6.31 -1.77 1.26
C -2.47 1.31 1.91
C -3.57 -2.91 -1.33
H -3.65 -3.96 -1.56
H -3.93 1.53 -0.58
C -2.02 2.55 -0.07
N -0.07 -1.74 -1.04
Mg -0.68 0.12 -0.11
F 7.53 -0.14 -0.55
C 6.27 0.10 -0.18
C -2.05 -1.58 4.31
H 2.20 -0.73 -0.65
C 0.14 4.15 -2.72
C -0.84 4.00 -1.76
C 0.62 1.82 -2.51
H 3.11 -2.12 -0.98
C 0.89 3.04 -3.11
F 3.62 2.40 -0.91
C -1.10 -2.33 3.63
N -1.62 1.66 0.81
H 1.17 0.93 -2.78
C 3.59 0.58 0.60
C 4.34 -0.48 1.12
N -1.12 -0.73 1.86
H -0.69 -3.24 4.03
F 6.14 1.95 -1.62
N 2.26 -1.62 -1.15
N -0.31 1.68 -1.57
F 3.79 -1.33 1.99
S 1.05 -4.04 -1.25
C -2.51 -0.41 3.76
C 4.25 1.38 -0.33
C -1.08 -2.68 -1.09
C -0.66 -1.86 2.40
H 1.67 3.12 -3.85
S -4.96 -1.89 -1.30
C 1.10 -2.32 -1.12
C -3.93 -0.53 -0.96
H -2.41 -1.92 5.28
C 5.56 1.16 -0.72
C 5.65 -0.73 0.74
Se 1.79 0.93 1.14
N -4.47 0.69 -0.81
H -2.44 2.07 2.70
C -2.46 -2.18 -1.09
O -3.10 3.17 -0.12
H -5.46 0.81 -0.93
*
```

=====

Q: Which of these has the lowest DFT total energy?
A: C24H16F5MgN7OS2Se

=====

Q: Look up the max |F| of the first one.
A: 0.0713 Eh/bohr